C37H89F6N3O17S2Sr2 | ωB97M-V with the def2-TZVPD basis set

For the gap between HOMO and LUMO, the calculation gives 7.33 eV. Its spin multiplicity is 1. The calculation puts the LUMO energy at -4.3 eV. Its charge is +2.

Element x y z (Å)
Sr 3.984 -1.897 -3.301
Sr -0.055 1.380 -2.723
C 4.905 2.548 -3.857
F 4.904 2.875 -5.122
F 6.070 1.968 -3.534
F 4.694 3.625 -3.089
S 3.557 1.319 -3.466
O 3.931 0.606 -2.241
O 2.295 2.090 -3.397
O 3.592 0.404 -4.572
C 0.641 -2.851 -0.212
F 0.750 -4.183 -0.387
F -0.617 -2.460 -0.092
F 1.309 -2.640 0.866
S 1.562 -1.899 -1.555
O 1.672 -2.782 -2.694
O 0.649 -0.798 -1.951
O 2.849 -1.589 -0.972
C -2.015 1.883 0.109
O -1.932 2.043 -1.280
H -1.831 0.818 0.279
H -1.243 2.425 0.668
H -3.010 2.214 0.421
H -2.806 1.962 -1.704
C -0.739 3.650 -5.391
O -0.822 3.389 -3.990
H -1.350 2.954 -5.959
H -1.061 4.679 -5.555
H 0.316 3.675 -5.602
H -1.705 3.380 -3.680
C 7.614 -1.509 -2.258
O 6.180 -1.307 -2.308
H 7.744 -2.606 -2.335
H 8.118 -0.975 -3.071
H 7.889 -1.188 -1.266
H 6.016 -0.414 -1.994
C 1.549 3.531 0.180
O 1.390 2.812 -1.069
H 1.357 4.588 0.011
H 0.810 3.197 0.864
H 2.568 3.315 0.470
H 2.217 2.717 -1.539
C -0.051 -2.761 -6.053
O -0.121 -1.887 -4.879
H -1.067 -3.084 -6.298
H 0.382 -2.160 -6.901
H 0.638 -3.562 -5.903
H 0.546 -2.120 -4.271
C 3.188 -5.317 -3.442
O 4.365 -4.474 -3.538
H 2.290 -4.769 -3.557
H 3.224 -6.047 -4.303
H 3.094 -5.866 -2.534
H 5.115 -5.074 -3.427
C 4.726 -1.536 -6.958
O 4.243 -2.374 -5.863
H 5.213 -2.183 -7.671
H 4.014 -0.919 -7.462
H 5.440 -0.869 -6.496
H 4.004 -3.302 -6.180
C 0.783 0.903 -6.024
O -0.197 0.659 -4.980
H 1.529 0.083 -6.042
H 0.388 1.013 -7.073
H 1.391 1.749 -5.721
H -0.377 -0.317 -5.089
C 3.667 3.860 6.022
C 4.344 2.602 5.473
C 4.082 1.637 6.608
C 4.290 0.202 6.232
C 3.484 -0.089 4.961
C 3.746 0.796 3.768
N 3.499 2.114 4.341
O 3.754 3.065 3.226
C 5.195 0.572 3.244
C 2.676 0.511 2.725
C 5.912 2.887 5.253
H 3.992 4.118 7.020
H 2.559 3.714 6.052
H 3.845 4.702 5.315
H 4.690 1.938 7.433
H 3.075 1.749 6.967
H 3.926 -0.399 7.023
H 5.314 -0.012 6.011
H 2.391 -0.157 5.043
H 3.797 -1.138 4.662
H 5.239 -0.274 2.580
H 5.530 1.507 2.734
H 5.955 0.319 4.042
H 2.716 -0.560 2.626
H 1.774 0.768 3.240
H 2.788 1.093 1.785
H 6.131 3.459 6.101
H 6.079 3.352 4.309
H 6.515 2.007 5.304
H 3.121 3.752 3.380
C -2.072 0.682 4.203
C -2.531 -0.772 3.908
C -1.467 -1.770 4.518
C -1.888 -3.176 4.442
C -3.224 -3.304 5.170
C -4.315 -2.394 4.629
N -3.825 -0.971 4.583
O -4.832 -0.116 4.023
C -4.829 -2.944 3.234
C -5.481 -2.252 5.620
C -2.554 -0.998 2.373
H -1.857 0.916 5.223
H -2.802 1.434 3.823
H -1.210 0.714 3.531
H -0.478 -1.583 4.184
H -1.395 -1.546 5.574
H -1.200 -3.822 4.941
H -2.000 -3.574 3.408
H -2.921 -2.910 6.186
H -3.534 -4.320 5.408
H -5.616 -3.708 3.465
H -5.303 -2.069 2.718
H -4.116 -3.438 2.563
H -6.425 -1.843 5.190
H -5.702 -3.302 5.985
H -5.244 -1.642 6.504
H -1.735 -0.465 1.911
H -3.515 -0.679 2.051
H -2.556 -2.070 2.189
H -5.101 0.451 4.744
C -7.036 1.982 -1.649
C -5.844 1.416 -0.846
C -6.208 0.133 -0.070
C -6.248 -1.082 -0.963
C -4.909 -1.249 -1.556
C -4.427 -0.059 -2.476
N -4.556 1.186 -1.683
O -4.313 2.386 -2.507
C -2.906 -0.323 -2.691
C -5.033 -0.040 -3.869
C -5.499 2.473 0.140
H -7.918 2.034 -1.030
H -7.321 1.392 -2.529
H -6.783 2.966 -2.031
H -5.453 0.001 0.688
H -7.196 0.203 0.385
H -7.039 -0.994 -1.750
H -6.561 -1.969 -0.481
H -5.026 -2.110 -2.190
H -4.203 -1.451 -0.745
H -2.308 -0.256 -1.766
H -2.784 -1.235 -3.207
H -2.623 0.484 -3.400
H -4.721 0.864 -4.403
H -4.641 -0.838 -4.464
H -6.099 -0.169 -3.842
H -6.437 2.957 0.579
H -4.987 3.254 -0.385
H -4.946 2.162 1.062
H -5.044 2.528 -3.140

---

C4H5N3 | ωB97M-V with the def2-TZVPD basis set

For the gap between HOMO and LUMO, the calculation gives 11.00 eV. Its spin multiplicity is 1. The calculation puts the LUMO energy at 0.1 eV. Its charge is 0.

Element x y z (Å)
N 2.445 0.459 1.066
C 2.858 -0.642 1.167
C 0.194 -0.116 -0.708
C -1.074 -0.896 -0.743
N -1.983 -0.113 0.072
C -1.289 0.892 0.454
N 0.055 0.949 -0.005
H 1.148 -0.405 -1.141
H -1.454 -1.018 -1.764
H -0.947 -1.899 -0.314
H -1.653 1.666 1.120
H 1.700 1.123 0.796

---

C11H13N3 | ωB97M-V with the def2-TZVPD basis set

For the gap between HOMO and LUMO, the calculation gives 7.43 eV. Its spin multiplicity is 1. The calculation puts the LUMO energy at -8.7 eV. Its charge is +2.

Element x y z (Å)
N 3.842 -2.369 1.138
C 3.968 -0.939 0.705
N 2.557 -0.504 0.417
C 1.724 -0.448 1.532
C 0.314 -0.075 1.361
C -0.215 0.227 0.009
C -1.684 0.595 -0.290
C -2.512 1.403 0.662
C -3.894 1.748 0.294
N -4.499 1.360 -0.882
C -3.781 0.595 -1.795
C -2.391 0.177 -1.547
C 0.766 0.174 -1.123
C 2.155 -0.206 -0.867
H 3.094 -2.766 0.552
H 4.717 -2.873 0.974
H 4.404 -0.366 1.569
H 4.591 -0.849 -0.226
H 2.132 -0.693 2.547
H -0.375 -0.019 2.239
H -2.104 1.746 1.641
H -4.466 2.378 1.015
H -5.465 1.672 -1.053
H -4.339 0.310 -2.729
H -1.821 -0.453 -2.273
H 0.394 0.429 -2.153
H 2.889 -0.256 -1.718

---

Number 1: F_max 3.1 eV/A, E_HOMO -11.61 eV. Number 2: F_max 1.6 eV/A, E_HOMO -10.95 eV. Number 3: F_max 3.0 eV/A, E_HOMO -16.08 eV.